DFT (ωB97M-V/def2-TZVPD) results for C4H7NO as an isolated structure.

```
13
C4H7NO ωB97M-V/def2-TZVPD
O -2.605 -0.785 -0.003
N -1.606 -0.418 0.917
C -0.598 0.038 0.279
C -0.409 0.210 -1.157
C 1.560 0.227 -0.352
C 0.706 0.442 0.895
H -3.284 -1.161 0.570
H -0.565 -0.698 -1.751
H 0.779 0.598 -1.337
H 1.981 -0.767 -0.478
H 2.330 0.991 -0.529
H 1.008 -0.168 1.748
H 0.704 1.492 1.199
```

The HOMO energy comes out at -8.04 eV. Its HOMO-LUMO gap is 8.23 eV. The value obtained for the energy above the lowest of the compared OMol25 structures with the same formula, charge and spin is 144.5 kcal/mol.

=====

DFT (ωB97M-V/def2-TZVPD) results for a 3-piece molecular cluster, C4H7NO overall in a non-equilibrium geometry.

```
13
C4H7NO ωB97M-V/def2-TZVPD
C -1.942 -0.291 0.645
C -0.550 -0.165 0.074
C -0.269 0.467 -1.195
N -0.007 1.224 -0.228
C 2.510 0.709 1.142
O 2.881 1.635 1.684
H -1.927 -0.185 1.735
H -2.373 -1.271 0.408
H -2.602 0.481 0.236
H 0.190 -0.857 0.482
H 2.072 -1.323 -1.648
H -0.231 0.483 -2.279
H 2.247 -0.906 -1.056
```

The HOMO energy comes out at -9.98 eV. Its HOMO-LUMO gap is 11.16 eV. The value obtained for the energy above the lowest of the compared OMol25 structures with the same formula, charge and spin is 89.3 kcal/mol.

=====

DFT (ωB97M-V/def2-TZVPD) results for one molecule with the formula C4H7NO in a non-equilibrium geometry.

```
13
C4H7NO ωB97M-V/def2-TZVPD
N -2.030 1.942 -0.608
C -1.670 0.912 -0.220
C -1.059 -0.327 0.273
C 0.107 -0.709 -0.639
C 1.298 0.246 -0.161
O 1.597 0.084 1.200
H -0.604 -0.127 1.338
H -1.785 -1.082 0.561
H 0.336 -1.783 -0.549
H -0.024 -0.457 -1.701
H 2.154 -0.009 -0.794
H 0.975 1.288 -0.360
H 0.705 0.022 1.659
```

The HOMO energy comes out at -10.64 eV. Its HOMO-LUMO gap is 11.29 eV. The value obtained for the energy above the lowest of the compared OMol25 structures with the same formula, charge and spin is 42.2 kcal/mol. The SMILES is N#CCCCO.

=====

DFT (ωB97M-V/def2-TZVPD) results for one molecule with the formula C4H7NO.

```
13
C4H7NO ωB97M-V/def2-TZVPD
O 0.614 2.953 0.976
C 0.267 2.031 0.269
N -0.325 0.882 0.687
C -0.598 -0.189 -0.216
C -0.238 -1.559 0.265
C 0.557 -0.927 -0.839
H 0.388 2.005 -0.833
H -0.480 0.739 1.675
H -1.494 -0.074 -0.825
H 0.244 -1.614 1.239
H -0.922 -2.371 0.049
H 0.430 -1.301 -1.849
H 1.556 -0.574 -0.600
```

The HOMO energy comes out at -9.77 eV. Its HOMO-LUMO gap is 10.81 eV. The value obtained for the energy above the lowest of the compared OMol25 structures with the same formula, charge and spin is 29.5 kcal/mol. The SMILES is O=CNC1CC1.

=====

DFT (ωB97M-V/def2-TZVPD) results for one molecule with the formula C4H7NO.

```
13
C4H7NO ωB97M-V/def2-TZVPD
C -0.707 -1.247 0.464
C 0.370 -0.479 0.252
N 1.627 -1.024 0.030
C 0.314 0.984 0.152
C -0.642 1.672 -0.472
O -1.703 1.161 -1.124
H -0.620 -2.318 0.529
H -1.679 -0.832 0.653
H 2.408 -0.419 0.225
H 1.752 -1.972 0.348
H 1.142 1.530 0.579
H -0.627 2.752 -0.523
H -1.635 0.192 -1.112
```

The HOMO energy comes out at -8.17 eV. Its HOMO-LUMO gap is 9.17 eV. The value obtained for the energy above the lowest of the compared OMol25 structures with the same formula, charge and spin is 36.1 kcal/mol. The SMILES is C=C(N)/C=C\O.

=====

DFT (ωB97M-V/def2-TZVPD) results for one molecule with the formula C4H7NO.

```
13
C4H7NO ωB97M-V/def2-TZVPD
C -1.962 -1.043 0.087
C -0.937 -0.078 -0.468
O -0.118 0.508 0.573
C 1.185 0.433 0.359
N 2.059 -0.312 -0.142
C 2.445 1.111 0.338
H -2.570 -0.577 0.870
H -2.629 -1.330 -0.735
H -1.495 -1.949 0.488
H -1.430 0.773 -0.953
H -0.278 -0.568 -1.190
H 3.063 1.206 1.233
H 2.668 1.824 -0.460
```

The HOMO energy comes out at -9.83 eV. Its HOMO-LUMO gap is 10.86 eV. The value obtained for the energy above the lowest of the compared OMol25 structures with the same formula, charge and spin is 68.7 kcal/mol. The SMILES is CCOC1=NC1.

=====

DFT (ωB97M-V/def2-TZVPD) results for one molecule with the formula C4H7NO in a non-equilibrium geometry.

```
13
C4H7NO ωB97M-V/def2-TZVPD
C -1.124 1.326 -0.278
N 0.136 1.529 -0.467
C 1.097 0.490 -0.234
C 0.497 -0.687 0.527
C -0.820 -1.034 -0.145
O -1.715 0.110 -0.121
H -0.949 2.265 0.321
H 1.915 0.967 0.320
H 1.479 0.189 -1.207
H 0.305 -0.425 1.576
H 1.179 -1.543 0.519
H -0.648 -1.348 -1.183
H -1.351 -1.839 0.372
```

The HOMO energy comes out at -8.91 eV. Its HOMO-LUMO gap is 9.85 eV. The value obtained for the energy above the lowest of the compared OMol25 structures with the same formula, charge and spin is 80.9 kcal/mol. The SMILES is C1=NCCCO1.

=====

DFT (ωB97M-V/def2-TZVPD) results for one molecule with the formula C4H7NO in a non-equilibrium geometry.

```
13
C4H7NO ωB97M-V/def2-TZVPD
C -1.618 0.067 0.480
C -0.414 -0.733 0.039
C 0.504 -0.485 -1.132
N 0.987 -0.371 0.221
C 1.595 0.841 0.478
O 2.160 1.482 -0.385
H -1.686 0.076 1.575
H -2.520 -0.446 0.118
H -1.615 1.091 0.097
H -0.534 -1.793 0.292
H 0.827 -1.359 -1.694
H 0.697 0.488 -1.619
H 1.617 1.141 1.530
```

The HOMO energy comes out at -9.67 eV. Its HOMO-LUMO gap is 10.64 eV. The value obtained for the energy above the lowest of the compared OMol25 structures with the same formula, charge and spin is 48.4 kcal/mol. The SMILES is C[C@H]1CN1C=O.

=====

DFT (ωB97M-V/def2-TZVPD) results for a 3-piece molecular cluster, C4H7NO overall in a non-equilibrium geometry.

```
13
C4H7NO ωB97M-V/def2-TZVPD
C 1.387 1.299 -0.253
C -1.290 0.136 0.085
N -2.211 -0.834 -0.169
C 0.809 -1.152 0.547
C 0.886 -0.040 0.003
O -1.617 1.274 0.362
H -1.926 -1.749 -0.467
H -3.199 -0.601 -0.172
H 0.427 -2.137 0.697
H 2.262 -1.125 0.301
H 1.663 1.417 -1.301
H 2.240 1.521 0.389
H 0.569 1.989 -0.024
```

The HOMO energy (alpha / beta) comes out at -7.14 / -7.14 eV. Its HOMO-LUMO gap (alpha / beta) is 8.04 / 8.04 eV. The value obtained for the energy above the lowest of the compared OMol25 structures with the same formula, charge and spin is 138.9 kcal/mol.

=====

DFT (ωB97M-V/def2-TZVPD) results for one molecule with the formula C4H7NO.

```
13
C4H7NO ωB97M-V/def2-TZVPD
O 2.795 -1.538 -0.290
C 1.918 -0.741 -0.553
N 1.059 -0.196 0.349
C -0.062 0.607 -0.039
C -1.266 0.589 0.849
C -1.318 -0.093 -0.487
H 1.739 -0.355 -1.575
H 1.156 -0.498 1.308
H 0.198 1.555 -0.502
H -1.227 -0.020 1.748
H -1.804 1.524 0.967
H -1.929 0.342 -1.271
H -1.260 -1.176 -0.504
```

The HOMO energy comes out at -9.64 eV. Its HOMO-LUMO gap is 10.68 eV. The value obtained for the energy above the lowest of the compared OMol25 structures with the same formula, charge and spin is 29.9 kcal/mol. The SMILES is O=CNC1CC1.

=====

DFT (ωB97M-V/def2-TZVPD) results for one molecule with the formula C4H7NO in a non-equilibrium geometry.

```
13
C4H7NO ωB97M-V/def2-TZVPD
C 1.574 0.129 -0.373
N 0.170 0.407 -0.386
C -0.692 1.243 0.320
C -0.649 -0.244 0.608
C -1.333 -1.325 -0.188
O -0.874 -2.440 -0.295
H 2.233 0.731 0.254
H 1.881 0.195 -1.419
H 1.563 -0.867 0.065
H -0.228 1.880 1.066
H -1.539 1.671 -0.220
H -0.130 -0.521 1.525
H -2.024 -0.926 -0.955
```

The HOMO energy comes out at -9.22 eV. Its HOMO-LUMO gap is 10.17 eV. The value obtained for the energy above the lowest of the compared OMol25 structures with the same formula, charge and spin is 72.9 kcal/mol. The SMILES is CN1C[C@H]1C=O.

=====

DFT (ωB97M-V/def2-TZVPD) results for C4H7NO as an isolated structure in a non-equilibrium geometry.

```
13
C4H7NO ωB97M-V/def2-TZVPD
C 1.054 0.946 -0.670
C 0.064 0.062 -1.133
C -0.415 -0.805 1.339
C -1.191 0.033 -0.606
N 0.780 -0.271 1.632
O 0.498 -1.737 1.249
H 2.119 0.843 -1.159
H 0.730 1.830 -0.208
H 0.185 -0.561 -1.997
H -1.292 -0.760 1.960
H -1.649 0.733 0.168
H -2.013 -0.535 -1.123
H 1.129 0.222 0.550
```

The HOMO energy comes out at -8.40 eV. Its HOMO-LUMO gap is 8.97 eV. The value obtained for the energy above the lowest of the compared OMol25 structures with the same formula, charge and spin is 166.6 kcal/mol.